one) The following is a DFT calculation (the ωB97M-V functional and the def2-TZVPD basis) of C23H23BrFIrN4O3S as an isolated structure.

The multiplicity is 2. The value obtained for the orbital gap (alpha / beta) is 5.80 / 5.01 eV. The expectation value of S² is 0.7606. The calculation puts the lowest unoccupied orbital energy (alpha / beta) at -0.3947 / -0.4233 hartree. The total charge is +3. The HOMO energy (alpha / beta) is -16.539 / -16.528 eV.

CARTESIAN COORDINATES (ANGSTROEM)
Ir: 1.843 -3.663 2.365
C: -1.697 -1.836 -4.284
C: -2.307 -1.423 -2.953
N: -1.325 -1.530 -1.847
C: -1.255 -2.676 -1.193
C: -0.359 -2.922 -0.168
C: -0.511 -4.158 0.632
O: -1.585 -4.663 0.785
O: 0.626 -4.593 1.189
C: 0.559 -1.960 0.217
O: 1.411 -2.052 1.211
C: 0.516 -0.724 -0.515
C: 1.445 0.294 -0.229
C: 1.353 1.503 -0.843
F: 2.230 2.453 -0.507
C: 0.311 1.809 -1.757
C: -0.556 0.778 -2.082
C: -0.464 -0.492 -1.500
N: 0.152 3.075 -2.313
C: -1.143 3.741 -2.296
C: -1.354 4.576 -3.550
N: -0.230 5.558 -3.692
C: 1.084 4.835 -3.727
C: 1.259 4.015 -2.456
H: -2.449 -1.745 -5.067
H: -1.378 -2.878 -4.259
H: -0.840 -1.216 -4.549
H: -3.142 -2.075 -2.709
H: -2.692 -0.409 -2.993
H: -1.956 -3.451 -1.478
H: 2.225 0.117 0.496
H: -1.309 0.970 -2.831
H: -1.208 4.398 -1.416
H: -1.950 3.018 -2.215
H: -2.300 5.113 -3.489
H: -1.365 3.951 -4.441
H: -0.239 6.220 -2.910
H: -0.349 6.111 -4.544
H: 1.895 5.555 -3.816
H: 1.088 4.189 -4.603
H: 1.330 4.685 -1.589
H: 2.201 3.483 -2.547
S: -1.488 -3.698 5.298
C: -0.579 -3.980 3.920
N: 0.602 -3.382 3.905
C: 0.847 -2.616 5.054
C: 1.974 -1.856 5.360
C: 1.990 -1.171 6.556
C: 0.902 -1.225 7.436
C: -0.215 -1.976 7.142
C: -0.232 -2.676 5.939
H: -0.950 -4.605 3.117
H: 2.810 -1.811 4.678
H: 2.860 -0.583 6.814
H: 0.935 -0.669 8.363
H: -1.051 -2.024 7.826
Br: 4.031 -3.711 3.063


two) The following is a DFT calculation (the ωB97M-V functional and the def2-TZVPD basis) of C23H23BrFIrN4O3S as an isolated structure.

The multiplicity is 2. The value obtained for the orbital gap (alpha / beta) is 3.92 / 3.86 eV. The expectation value of S² is 0.9872. The calculation puts the lowest unoccupied orbital energy (alpha / beta) at -0.4492 / -0.4516 hartree. The total charge is +3. The HOMO energy (alpha / beta) is -16.149 / -16.145 eV.

CARTESIAN COORDINATES (ANGSTROEM)
Ir: 1.806 2.710 -3.836
C: -3.225 0.553 1.700
C: -2.233 1.637 2.111
N: -1.105 1.649 1.186
C: -1.217 2.430 0.114
C: -0.333 2.456 -0.936
C: -0.717 3.380 -2.113
O: -1.872 3.724 -2.148
O: 0.218 3.638 -2.924
C: 0.797 1.595 -0.957
O: 1.619 1.441 -1.887
C: 0.928 0.784 0.254
C: 2.044 -0.051 0.379
C: 2.203 -0.866 1.466
F: 3.314 -1.610 1.518
C: 1.254 -0.907 2.529
C: 0.150 -0.054 2.396
C: -0.025 0.802 1.301
N: 1.399 -1.743 3.610
C: 0.877 -1.435 4.922
C: 0.129 -2.632 5.530
N: 0.803 -3.911 5.161
C: 2.241 -3.683 4.873
C: 2.392 -2.809 3.630
H: -4.069 0.540 2.382
H: -2.754 -0.428 1.696
H: -3.609 0.751 0.704
H: -1.883 1.495 3.133
H: -2.719 2.611 2.065
H: -2.081 3.080 0.064
H: 2.795 -0.028 -0.396
H: -0.609 -0.070 3.161
H: 0.206 -0.579 4.894
H: 1.715 -1.150 5.569
H: -0.904 -2.664 5.184
H: 0.118 -2.523 6.615
H: 0.356 -4.318 4.330
H: 0.697 -4.600 5.917
H: 2.754 -4.634 4.710
H: 2.687 -3.205 5.746
H: 2.281 -3.420 2.728
H: 3.416 -2.414 3.635
S: 0.251 -1.420 -5.699
C: 1.300 -0.281 -4.957
N: 0.900 0.957 -4.990
C: -0.299 1.105 -5.641
C: -0.976 2.303 -5.886
C: -2.182 2.251 -6.576
C: -2.707 1.042 -7.019
C: -2.044 -0.158 -6.783
C: -0.830 -0.116 -6.101
H: 2.228 -0.582 -4.503
H: -0.546 3.244 -5.558
H: -2.716 3.164 -6.780
H: -3.640 1.025 -7.561
H: -2.454 -1.097 -7.119
Br: 3.869 3.020 -4.843


Each structure's energy above the most stable one, in kcal/mol: one) 0.0; two) 56.7.


one) The following is a DFT calculation (the ωB97M-V functional and the def2-TZVPD basis) of an isolated ion of composition H4NO2P2 and charge -1.

The multiplicity is 1. The value obtained for the orbital gap is 8.66 eV. Its SMILES is N[P@](=O)([O-])P. The calculation puts the lowest unoccupied orbital energy at 0.1655 hartree. The total charge is -1. The HOMO energy is -4.156 eV.

CARTESIAN COORDINATES (ANGSTROEM)
N: -0.342 0.951 -0.709
O: -1.621 -1.338 -0.581
O: -1.024 -0.358 1.572
P: 1.495 -1.035 0.083
P: -0.664 -0.527 0.141
H: -0.407 1.730 -0.070
H: -1.041 0.999 -1.431
H: 1.941 -0.736 1.390
H: 1.662 0.314 -0.394


two) The following is a DFT calculation (the ωB97M-V functional and the def2-TZVPD basis) of an isolated ion of composition H4NO2P2 and charge -1.

The multiplicity is 1. The value obtained for the orbital gap is 6.78 eV. The calculation puts the lowest unoccupied orbital energy at 0.1646 hartree. The total charge is -1. The HOMO energy is -2.298 eV.

CARTESIAN COORDINATES (ANGSTROEM)
N: -0.742 0.397 -1.264
O: 1.354 1.812 -0.467
O: 0.732 -0.266 0.785
P: -0.331 -1.733 1.053
P: 0.292 0.933 -0.024
H: -0.021 -0.018 -1.966
H: -1.015 -0.485 -0.847
H: 0.483 -2.199 2.096
H: -0.753 1.560 0.635


Each structure's energy above the most stable one, in kcal/mol: one) 0.0; two) 20.5.


one) The following is a DFT calculation (the ωB97M-V functional and the def2-TZVPD basis) of an isolated molecule of CH3NOS.

The multiplicity is 1. The value obtained for the orbital gap is 8.27 eV. Its SMILES is C[N+]([O-])=S. The calculation puts the lowest unoccupied orbital energy at -0.0449 hartree. The HOMO energy is -9.489 eV.

CARTESIAN COORDINATES (ANGSTROEM)
C: -0.180 -0.317 -0.494
N: 0.336 0.493 0.552
O: 1.053 1.476 0.153
S: 0.060 0.017 2.064
H: -0.738 -1.266 -0.162
H: 0.572 -0.505 -1.098
H: -1.104 0.103 -1.015


two) The following is a DFT calculation (the ωB97M-V functional and the def2-TZVPD basis) of a 2-piece molecular cluster, CH3NOS overall.

The multiplicity is 1. The value obtained for the orbital gap is 10.27 eV. The calculation puts the lowest unoccupied orbital energy at 0.0235 hartree. The HOMO energy is -9.633 eV.

CARTESIAN COORDINATES (ANGSTROEM)
C: 0.148 0.591 -0.300
N: 0.012 0.067 0.956
O: -1.030 -1.807 -0.538
S: 0.229 -1.196 -0.184
H: -1.216 0.789 -0.863
H: 1.014 1.204 -0.499
H: 0.843 0.351 1.428


three) The following is a DFT calculation (the ωB97M-V functional and the def2-TZVPD basis) of a 2-piece molecular cluster, CH3NOS overall.

The multiplicity is 1. The value obtained for the orbital gap is 9.88 eV. The calculation puts the lowest unoccupied orbital energy at -0.0299 hartree. The HOMO energy is -10.691 eV.

CARTESIAN COORDINATES (ANGSTROEM)
C: 0.521 -1.421 -1.117
N: -0.260 -0.622 -0.769
O: -0.973 1.098 1.551
S: -0.984 0.802 0.135
H: 2.202 -0.254 0.420
H: 1.765 -0.002 -0.157
H: -2.271 0.399 -0.064


four) The following is a DFT calculation (the ωB97M-V functional and the def2-TZVPD basis) of an isolated molecule of CH3NOS.

The multiplicity is 1. The value obtained for the orbital gap (alpha / beta) is 9.68 / 9.68 eV. Its SMILES is NSC=O. The calculation puts the lowest unoccupied orbital energy (alpha / beta) at -0.0002 / -0.0002 hartree. The HOMO energy (alpha / beta) is -9.687 / -9.686 eV.

CARTESIAN COORDINATES (ANGSTROEM)
C: -1.630 1.323 0.468
N: 0.215 -0.443 -0.420
O: -2.873 2.102 0.524
S: -1.263 0.211 -0.804
H: -0.976 1.404 1.400
H: 0.233 -1.429 -0.624
H: 0.977 -0.119 -0.895


Each structure's energy above the most stable one, in kcal/mol: one) 15.5; two) 23.5; three) 48.7; four) 0.0.